{
  "formula": "C9H18Cl2IrN3O4PTm",
  "method": "the ωB97M-V functional and the def2-TZVPD basis",
  "symbols": ["Tm", "Ir", "Cl", "Cl", "C", "C", "C", "O", "O", "O", "C", "N", "C", "P", "O", "N", "C", "C", "N", "C", "C", "H", "H", "H", "H", "H", "H", "H", "H", "H", "H", "H", "H", "H", "H", "H", "H", "H", "H"],
  "positions_angstrom": [[2.977, -0.388, 0.258], [-1.804, 1.209, 0.212], [4.820, -0.146, -1.344], [2.808, -4.316, 3.347], [-3.263, 2.279, 0.046], [1.867, -1.557, -1.842], [-1.305, -0.451, -0.496], [-4.194, 2.982, -0.072], [1.440, -1.701, -2.886], [-0.939, -1.483, -0.933], [-1.344, 0.485, 3.051], [-0.040, -0.135, 2.895], [-0.053, -1.631, 2.819], [1.039, 0.740, 2.021], [1.120, 0.473, 0.499], [0.742, 2.284, 2.079], [0.406, 3.019, 0.805], [0.849, 3.101, 3.278], [2.624, 0.213, 2.479], [2.793, -0.238, 3.914], [3.706, 1.249, 2.058], [-1.994, -0.250, 3.586], [-1.858, 0.691, 2.072], [-1.288, 1.419, 3.632], [-0.610, -1.970, 1.928], [0.924, -2.098, 2.828], [-0.613, -1.958, 3.726], [-0.269, 2.328, 0.165], [-0.128, 3.891, 1.062], [1.283, 3.212, 0.248], [0.226, 3.987, 3.201], [0.536, 2.530, 4.177], [1.904, 3.426, 3.445], [3.025, -1.312, 3.912], [3.674, 0.326, 4.344], [1.931, -0.020, 4.513], [4.049, 1.227, 0.976], [3.339, 2.260, 2.252], [4.575, 1.037, 2.678]],
  "lowdin_spin": [2.012, 1.870, 0.000, 0.996, 0.163, -0.001, 0.160, 0.154, 0.000, 0.098, 0.108, 0.080, 0.008, 0.017, 0.053, 0.040, 0.108, 0.006, 0.001, 0.002, -0.001, 0.007, 0.042, 0.008, 0.004, 0.003, 0.001, 0.038, 0.004, 0.011, 0.002, 0.000, 0.003, 0.001, 0.000, 0.001, 0.000, 0.000, 0.000],
  "multiplicity": 7,
  "charge": 4,
  "energy_ha": -3268.3924,
  "s2": 12.02,
  "max_force_ev_per_a": 11.9,
  "e_lumo_ev": [-15.5, -18.6],
  "orbital_gap_ev": [6.849, 3.201]
}



{
  "formula": "C2H4OTl",
  "method": "the ωB97M-V functional and the def2-TZVPD basis",
  "symbols": ["C", "C", "O", "Tl", "H", "H", "H", "H"],
  "positions_angstrom": [[-0.174, -0.865, 0.173], [-1.360, -0.059, 0.370], [-2.512, -0.340, -0.008], [1.249, 0.349, -0.819], [-0.330, -1.676, -0.555], [0.318, -1.165, 1.110], [0.262, 1.808, -0.844], [-1.225, 0.772, 1.106]],
  "mulliken_charge": [-0.641, -0.089, -0.358, 0.926, 0.382, 0.376, 0.021, 0.382],
  "charge": 1,
  "energy_ha": -325.8724,
  "max_force_ev_per_a": 4.2,
  "e_lumo_ev": [-8.3, -8.3],
  "orbital_gap_ev": [6.593, 6.413]
}